# C20H21F2N3S

C20H21F2N3S in the gas phase (ωB97M-V with the def2-TZVPD basis set, the OMol25 dataset).

Last column: Löwdin charge in e.
CARTESIAN COORDINATES (ANGSTROEM)
C  -3.480  -5.276  -2.920  -0.420
S  -3.790  -3.491  -3.043  0.780
C  -2.358  -2.900  -2.079  -0.503
C  -2.371  -1.369  -2.011  -0.310
N  -1.249  -0.780  -1.323  -0.065
C  -1.195  -1.000  0.108  -0.183
C  -0.083  -0.214  0.722  -0.133
C  0.583  -0.511  1.883  0.021
N  1.542  0.440  2.059  -0.071
C  2.472  0.601  3.080  -0.117
C  3.317  1.714  3.033  0.003
C  4.265  1.943  4.007  -0.003
C  4.378  1.047  5.056  -0.277
F  5.298  1.256  6.014  0.066
C  3.565  -0.067  5.143  0.068
C  2.622  -0.278  4.155  -0.195
F  1.849  -1.378  4.271  0.066
N  1.523  1.324  1.050  0.158
C  0.553  0.963  0.236  -0.203
C  0.307  1.699  -1.008  -0.149
C  1.353  1.798  -1.922  -0.033
C  1.182  2.457  -3.123  -0.090
C  -0.042  3.033  -3.418  -0.087
C  -1.074  2.960  -2.501  -0.047
C  -0.919  2.302  -1.288  -0.224
C  -2.056  2.267  -0.314  -0.028
H  -3.499  -5.578  -1.876  0.030
H  -4.277  -5.771  -3.465  0.024
H  -2.520  -5.510  -3.370  0.031
H  -2.428  -3.340  -1.083  0.069
H  -1.450  -3.254  -2.572  0.080
H  -2.379  -0.971  -3.030  0.114
H  -3.289  -1.043  -1.514  0.111
H  -0.375  -1.054  -1.758  0.129
H  -2.155  -0.671  0.526  0.125
H  -1.062  -2.060  0.391  0.119
H  0.429  -1.317  2.569  0.123
H  3.197  2.388  2.201  0.109
H  4.912  2.804  3.963  0.120
H  3.657  -0.765  5.960  0.133
H  2.303  1.344  -1.678  0.111
H  1.999  2.522  -3.827  0.099
H  -0.188  3.548  -4.356  0.100
H  -2.023  3.427  -2.726  0.110
H  -2.717  1.436  -0.556  0.073
H  -2.634  3.187  -0.371  0.082
H  -1.696  2.138  0.703  0.082

Results
E, hartree: -1536.89241
F_max, eV/A: 1.1
Relative energy (zero: lowest compared OMol25 entry of this formula, charge and spin), kcal/mol: 2.2
SMILES: CSCCNCc1cn(-c2ccc(F)cc2F)nc1-c1ccccc1C
Gap between HOMO and LUMO, Ha: 0.333

# C20H21F4O5S2

A molecular structure, C20H21F4O5S2 (ωB97M-V with the def2-TZVPD basis set, the OMol25 dataset).

Last column: Löwdin charge in e.
CARTESIAN COORDINATES (ANGSTROEM)
C  -1.090  -2.020  -2.512  -0.073
C  0.232  -1.423  -2.433  -0.494
C  1.305  -2.196  -1.748  -0.067
C  0.466  -0.254  -3.714  -0.351
C  -0.444  0.706  -4.329  -0.065
C  0.010  1.524  -5.343  -0.165
C  1.331  1.371  -5.805  -0.210
C  2.194  0.384  -5.302  -0.161
C  1.731  -0.465  -4.320  -0.089
O  0.459  -0.059  -2.318  -0.054
S  -2.046  -0.023  1.955  1.109
C  -2.970  0.213  0.296  -0.709
F  -3.567  -0.903  -0.193  0.088
F  -3.964  1.073  0.705  0.033
F  -2.195  0.722  -0.699  0.113
H  -1.054  -2.879  -3.188  0.080
H  -1.345  -2.497  -1.573  0.051
H  -1.920  -1.375  -2.784  0.075
H  1.684  -3.058  -2.317  0.074
H  2.126  -1.523  -1.459  0.085
H  0.956  -2.629  -0.792  0.055
H  -1.421  0.842  -3.894  0.069
H  -0.589  2.376  -5.682  0.082
H  1.675  1.941  -6.649  0.046
H  3.187  0.165  -5.717  0.082
H  2.316  -1.242  -3.832  0.075
C  0.713  4.947  2.784  -0.076
C  0.144  4.275  1.562  -0.185
O  0.120  2.868  1.987  -0.048
C  -0.243  2.058  0.970  -0.439
C  -0.435  0.572  1.514  -0.554
F  0.449  -0.186  0.772  0.015
S  0.194  0.485  3.508  0.735
C  0.088  -1.362  3.681  -0.303
C  -0.844  -1.905  4.560  -0.083
C  -0.875  -3.293  4.724  -0.074
C  -0.087  -4.107  3.907  -0.076
C  0.711  -3.545  2.906  -0.060
C  0.809  -2.162  2.798  -0.066
O  1.537  0.976  3.734  -0.299
O  -0.920  1.005  4.296  -0.381
O  -0.345  2.345  -0.196  0.154
H  0.816  6.023  2.624  0.076
H  0.045  4.751  3.635  0.085
H  1.693  4.522  3.044  0.087
H  -0.894  4.593  1.360  0.137
H  0.786  4.402  0.672  0.136
H  -1.523  -1.247  5.101  0.112
H  -1.552  -3.721  5.460  0.104
H  -0.121  -5.189  4.023  0.103
H  1.257  -4.167  2.200  0.110
H  1.409  -1.702  2.021  0.111

Results
E, hartree: -2346.57482
Total charge: -1
F_max, eV/A: 3.0
Relative energy (zero: lowest compared OMol25 entry of this formula, charge and spin), kcal/mol: 12.9
Gap between HOMO and LUMO, Ha: 0.123